--- i ---
# C3H11NO3

A 3-piece molecular cluster, C3H11NO3 overall (wB97M-V/def2-TZVPD, the Open Molecules 2025 dataset).

Last column: Löwdin charge in e.
Geometry (Å):
1 C 2.49 0.98 0.59  -0.12
2 N 1.30 1.05 -0.24  -0.14
3 C 1.12 -0.03 -1.15  -0.23
4 C -0.33 -0.14 -1.56  -0.26
5 O -0.83 -1.11 -2.07  0.06
6 H 2.34 0.23 1.37  0.07
7 H 3.36 0.76 -0.03  0.07
8 H 2.65 1.95 1.07  0.08
9 H 0.92 1.94 -0.51  0.10
10 H 1.36 -0.97 -0.62  0.11
11 H 1.80 -0.07 -2.00  0.12
12 H -0.90 0.76 -1.26  0.12
13 H -0.19 -2.73 1.97  0.05
14 H -0.11 -1.90 0.69  0.01
15 O -0.13 -1.81 1.65  -0.07
16 H -3.34 1.75 2.37  0.03
17 H -2.78 0.40 2.05  0.03
18 O -3.22 1.16 1.62  -0.07

## Properties
structure (SMILES): CNCC=O.O.O
multiplicity: 1
E_HOMO: -0.3222 Ha


--- ii ---
# C3H11NO3

A 3-piece molecular cluster, C3H11NO3 overall (wB97M-V/def2-TZVPD, the Open Molecules 2025 dataset).

Last column: Löwdin charge in e.
Geometry (Å):
1 O -2.26 0.21 1.93  0.05
2 C -1.63 -0.75 1.47  -0.23
3 C 0.00 -0.07 1.18  -0.31
4 C -0.18 0.95 0.09  -0.04
5 N 0.86 -1.05 0.95  0.18
6 H -1.49 -1.62 2.13  0.13
7 H 0.18 0.41 2.14  0.15
8 H 0.72 1.53 -0.11  0.11
9 H -0.28 0.38 -0.87  0.06
10 H -1.09 1.50 0.31  0.09
11 H 0.97 -1.23 -0.08  0.05
12 H 1.77 -0.91 1.39  0.15
13 H 1.36 0.88 -2.63  0.00
14 H 1.87 1.74 -3.76  0.03
15 O 1.90 1.67 -2.80  -0.08
16 H 0.13 -1.47 -2.39  -0.06
17 H -1.97 -0.95 0.44  0.15
18 O 0.61 -1.14 -1.63  -0.41

## Properties
multiplicity: 1
E_HOMO: -0.3085 Ha


--- iii ---
# C3H11NO3

A 3-piece molecular cluster, C3H11NO3 overall (wB97M-V/def2-TZVPD, the Open Molecules 2025 dataset).

Last column: Löwdin charge in e.
Geometry (Å):
1 C 1.89 1.86 -1.16  -0.01
2 C 2.56 0.49 -1.07  -0.56
3 N 2.10 -0.50 -0.30  0.01
4 C 1.26 -0.48 0.92  -0.06
5 O 3.48 0.28 -1.85  0.02
6 H 2.48 2.39 -1.90  0.07
7 H 2.03 2.19 -0.11  0.08
8 H 0.89 2.19 -1.46  0.08
9 H 2.48 -1.43 -0.35  0.13
10 H 1.19 -1.52 1.26  0.06
11 H 1.66 0.07 1.76  0.08
12 H 0.29 -0.18 0.50  0.08
13 H -0.85 -3.91 1.87  0.03
14 H -0.47 -3.30 0.53  0.03
15 O -0.10 -3.69 1.33  -0.05
16 H -6.37 2.04 0.55  0.03
17 H -7.32 1.48 -0.65  0.03
18 O -7.22 2.05 0.11  -0.06

## Properties
structure (SMILES): CNC(C)=O.O.O
multiplicity: 1
E_HOMO: -0.3455 Ha


Name the least stable of them. ii.


--- i ---
# C3H11NO3

A 2-piece molecular cluster, C3H11NO3 overall (wB97M-V/def2-TZVPD, the Open Molecules 2025 dataset).

Last column: Löwdin charge in e.
Geometry (Å):
1 C 0.75 0.17 -0.92  -0.22
2 C 1.17 -0.76 -2.01  -0.28
3 O 0.25 -1.80 -2.30  -0.06
4 N 0.64 -0.52 0.35  -0.04
5 C -0.49 -0.82 1.19  -0.28
6 O -0.46 -0.09 2.44  -0.08
7 H -0.22 0.61 -1.18  0.12
8 H 1.42 1.02 -0.94  0.11
9 H 1.38 -0.15 -2.90  0.11
10 H 2.13 -1.23 -1.76  0.12
11 H -0.64 -1.48 -2.07  0.09
12 H 1.24 -1.32 0.31  0.10
13 H -0.39 -1.88 1.43  0.12
14 H -1.43 -0.58 0.71  0.12
15 H 0.38 -0.41 2.79  0.07
16 H -1.60 2.41 1.23  0.02
17 H -1.29 3.90 1.62  0.03
18 O -1.50 3.31 0.89  -0.06

## Properties
structure (SMILES): OCCNCO.O
multiplicity: 1
E_HOMO: -0.3396 Ha


--- ii ---
# C3H11NO3

A 3-piece molecular cluster, C3H11NO3 overall (wB97M-V/def2-TZVPD, the Open Molecules 2025 dataset).

Last column: Löwdin charge in e.
Geometry (Å):
1 C -1.78 0.57 -0.47  -0.28
2 C 1.93 0.49 -1.30  -0.16
3 C -2.30 -0.23 0.46  -0.02
4 O 0.98 1.28 -0.62  -0.17
5 O -1.32 0.12 -1.66  0.01
6 H -0.62 0.71 -1.96  0.09
7 H -1.66 1.64 -0.29  0.13
8 H 2.06 0.91 -2.29  0.08
9 H 1.58 -0.55 -1.40  0.08
10 H 2.89 0.49 -0.78  0.08
11 H -2.50 -1.27 0.23  0.07
12 H -2.81 0.19 1.31  0.06
13 H -0.55 -0.18 1.52  0.06
14 N 1.10 -1.34 1.67  -0.02
15 O 0.44 -0.08 1.75  -0.19
16 H 0.92 0.96 0.31  0.05
17 H 0.65 -1.91 0.96  0.07
18 H 0.99 -1.82 2.56  0.07

## Properties
structure (SMILES): C=CO.CO.NO
multiplicity: 1
E_HOMO: -0.3441 Ha


Name the least stable of them. ii.